[1]
Entry from the OMol25 dataset: a 2-piece molecular cluster, C7H11BrClN2 overall (ωB97M-V/def2-TZVPD).

Charge = +1
Lowest unoccupied orbital energy = -4.05 eV
Highest occupied orbital energy = -12.20 eV
M = 238.5 g/mol
Energy above the lowest of the compared OMol25 structures with the same formula, charge and spin = 103.88 kJ/mol

Each line ends with the Mulliken charge.
Positions of all 22 atoms, in Å:
H 0.76 -0.62 2.98  0.430
Br 4.56 -1.06 -0.90  0.003
Cl 3.46 -0.04 2.12  -0.127
C 1.72 -1.52 -1.25  -0.816
H -0.36 -1.85 -0.56  0.452
C 0.21 -1.06 2.19  -1.378
H -0.41 1.43 0.69  0.307
H 1.71 -1.60 -2.24  0.688
C 2.81 -1.12 -0.38  -0.152
N 1.16 1.38 -1.01  -0.410
C 2.40 -0.89 0.94  -0.261
C 0.60 -1.27 -0.36  -0.275
H -0.47 0.52 -2.00  0.407
H -0.72 -0.54 1.98  0.310
N -0.93 0.99 -0.09  -0.285
H -0.10 -2.02 2.62  0.313
H -1.78 0.52 0.04  0.273
H 1.80 1.17 -1.75  0.287
H 1.70 1.71 -0.17  0.285
H 2.06 -2.59 -0.89  0.291
C -0.06 0.78 -1.02  -0.171
C 1.04 -1.20 0.94  0.828

[2]
Entry from the OMol25 dataset: C43H37Br2N3O3PSTi as an isolated structure (ωB97M-V/def2-TZVPD).

Charge = +1
Lowest unoccupied orbital energy = -4.31 eV
Highest occupied orbital energy = -9.96 eV
M = 914.5 g/mol
Energy above the lowest of the compared OMol25 structures with the same formula, charge and spin = 164.18 kJ/mol

Each line ends with the Mulliken charge.
Positions of all 91 atoms, in Å:
H 2.73 1.34 0.17  -0.724
O -3.94 2.11 2.60  -0.652
H -3.12 3.37 0.38  0.473
O -2.15 0.66 3.68  -0.637
N -2.83 -2.32 1.85  0.607
H -5.33 -1.80 0.29  0.306
C 2.35 3.27 -1.74  -0.785
C -2.59 -3.61 4.02  0.164
C 4.39 0.79 -4.60  -0.584
H 2.74 4.32 -1.97  0.223
C 0.63 -1.02 -2.83  0.326
H 1.53 -0.24 -4.65  0.520
O -0.41 -1.56 1.91  0.418
C -0.79 -2.02 -0.90  -0.603
H -0.69 2.23 0.58  -0.034
C -3.90 -4.15 3.82  -0.662
S -2.59 1.58 2.67  1.131
H 0.30 -3.90 5.78  0.499
C 0.62 3.84 1.47  -0.331
H -4.19 1.88 -3.51  0.396
C 2.89 2.38 -2.85  0.151
C -0.44 -1.83 -2.34  0.547
H 2.61 2.98 -0.71  -0.147
C 2.95 -2.43 -1.44  -0.360
C 4.44 2.16 -4.75  -0.972
H 0.00 5.44 4.39  0.461
H 1.25 3.22 -1.67  0.290
C 0.89 4.58 2.60  0.590
C -0.50 2.98 1.40  0.530
C 2.75 0.96 -2.86  0.999
H 2.57 5.47 3.54  0.432
H -2.01 4.04 4.27  0.549
C -0.78 -2.33 2.90  0.724
H 4.70 -1.35 1.94  0.459
C -3.62 2.75 -1.54  -0.597
C -0.11 4.71 3.61  -0.794
H 3.69 3.99 -3.94  0.375
H 3.49 1.02 1.78  0.439
C 3.58 0.21 -3.65  -0.516
C 2.91 0.56 0.91  -0.183
H 1.97 0.32 1.35  0.089
C 3.67 2.91 -3.83  -0.692
Br 1.81 -1.97 4.01  -0.079
C -4.57 -3.81 2.63  -1.060
H 0.38 -1.79 -6.18  0.400
H -5.56 -3.52 0.14  0.450
C 0.09 -1.76 -5.11  -0.583
Ti -1.77 -1.10 0.64  -0.725
H -4.34 -4.92 4.49  0.363
H 0.11 -2.27 -0.26  0.466
C 0.82 -0.93 -4.23  -1.037
H -5.49 -4.29 2.36  0.468
C -2.89 1.17 0.04  1.018
H 2.04 6.43 2.16  0.317
H -1.41 -3.37 -5.29  0.340
H -4.10 -2.68 -0.56  0.076
H -3.71 -0.52 -2.69  0.324
H 5.04 0.19 -5.24  0.397
C -1.25 -2.48 -3.27  -0.643
H -2.13 -2.96 -2.87  0.450
H 2.41 -2.80 -2.35  0.286
C -1.66 -4.03 5.03  -0.166
C -4.79 -2.71 0.33  -1.062
N -3.04 0.19 -0.79  0.083
H 1.31 3.84 0.60  0.214
H 5.33 -3.50 0.72  0.375
C -3.54 0.40 -2.05  -0.275
H 4.07 -4.16 -1.41  0.413
P 1.64 0.03 -1.74  1.035
C 3.87 -3.24 -0.84  -0.619
H -3.84 3.81 -1.83  0.406
H 2.94 4.98 1.94  0.370
Br -2.19 -4.80 6.69  -0.162
H -1.46 -2.90 -0.81  0.608
C -0.92 -2.60 -4.63  -1.024
C -3.17 2.51 -0.29  -0.701
N -2.33 0.75 1.21  0.089
C -1.35 2.93 2.50  0.211
C -3.82 1.71 -2.49  -0.892
C -2.15 -2.72 2.93  0.367
C -1.26 3.89 3.54  -0.852
H 5.06 2.61 -5.52  0.391
C 3.37 -0.73 0.30  0.283
C 4.27 -1.61 0.93  -0.453
C 4.51 -2.87 0.36  -0.807
C 2.16 5.37 2.57  -1.687
C 2.67 -1.16 -0.87  0.901
C -4.11 -2.92 1.67  0.798
H 3.56 -0.88 -3.59  0.428
C -0.36 -3.58 5.00  -0.505
C 0.09 -2.70 3.97  -0.419

[3]
Entry from the OMol25 dataset: an isolated ion of composition C11H14N3O and charge +1 (ωB97M-V/def2-TZVPD).

Structure (SMILES) = C/C=C1\[NH2+]CN(c2ccccc2)NC1=O
Charge = +1
Lowest unoccupied orbital energy = -3.27 eV
Highest occupied orbital energy = -12.37 eV
M = 204.3 g/mol
Energy above the lowest of the compared OMol25 structures with the same formula, charge and spin = 351.72 kJ/mol

Each line ends with the Mulliken charge.
Positions of all 29 atoms, in Å:
H 1.51 1.89 -2.03  0.298
H 2.97 0.13 -1.06  0.324
N 0.89 1.20 -0.11  0.132
N 0.72 1.37 -1.50  -0.305
O -0.82 1.55 -3.10  -0.575
C -1.44 0.70 -0.95  0.273
H 0.23 2.03 1.70  0.450
C 3.16 -1.70 0.12  -0.700
H 0.04 -0.46 2.01  0.381
C -2.35 -0.17 -1.28  -0.139
H 1.14 -2.61 2.76  0.264
H -1.62 0.90 1.08  0.430
H -4.41 -0.32 -0.57  0.349
C 1.53 0.00 0.50  0.942
C -0.48 1.23 -2.00  0.138
C 1.54 -1.92 1.90  -0.691
C -0.02 2.01 0.60  -0.907
H -2.13 2.28 0.31  0.342
H -2.43 -0.41 -2.32  0.493
H -3.26 -0.67 0.70  0.243
H 3.96 -2.20 -0.33  0.420
C 2.60 -0.44 -0.21  -0.473
C 2.70 -2.34 1.20  -0.338
H 0.07 2.90 0.15  0.466
C 0.94 -0.67 1.54  -0.324
N -1.45 1.56 0.26  0.050
H 3.21 -3.25 1.51  0.365
C -3.43 -0.77 -0.48  -1.283
H -3.39 -1.83 -0.41  0.374

[4]
Entry from the OMol25 dataset: a 10-piece molecular cluster, BH22O9 overall (ωB97M-V/def2-TZVPD).

Charge = -1
Lowest unoccupied orbital energy = 2.48 eV
Highest occupied orbital energy = -5.61 eV
M = 177.0 g/mol
Energy above the lowest of the compared OMol25 structures with the same formula, charge and spin = 276.70 kJ/mol

Each line ends with the Mulliken charge.
Positions of all 32 atoms, in Å:
O -4.72 2.31 -0.60  -0.663
H 0.31 0.92 -4.51  0.336
H -3.92 1.80 -0.48  0.344
H -0.10 4.49 3.05  0.313
H 3.80 -2.35 0.12  0.347
H 5.14 0.77 2.70  0.326
H -0.33 -0.70 0.41  -0.304
O -5.77 -2.95 0.35  -0.631
H -4.46 3.20 -0.37  0.315
H 3.05 2.01 -1.05  0.362
H -1.15 -2.52 3.32  0.346
H 0.99 -0.46 -0.72  -0.295
O -0.24 4.83 2.16  -0.664
B 0.29 0.04 -0.08  0.241
H -2.55 -3.63 -1.69  0.313
H -0.23 4.06 1.61  0.346
H -1.26 -2.83 -1.71  0.355
H 5.52 1.92 1.79  0.327
H -6.34 -2.46 -0.25  0.318
O 4.55 -2.91 0.35  -0.662
H 4.20 -3.80 0.33  0.309
O -1.40 -3.06 4.07  -0.660
H -2.01 -2.51 4.57  0.306
O 3.67 2.59 -1.49  -0.666
H 0.91 0.53 0.65  -0.277
O -1.68 -3.60 -2.10  -0.678
H -5.77 -2.44 1.16  0.314
H 3.33 2.68 -2.38  0.293
H -0.38 0.71 -0.59  -0.312
O 0.07 1.00 -5.43  -0.653
O 5.58 1.62 2.70  -0.655
H 0.87 0.76 -5.90  0.310

[5]
Entry from the OMol25 dataset: a 2-piece molecular cluster, C2H3BrFNO overall (ωB97M-V/def2-TZVPD).

Lowest unoccupied orbital energy = 0.43 eV
Highest occupied orbital energy = -8.15 eV
M = 156.0 g/mol
Energy above the lowest of the compared OMol25 structures with the same formula, charge and spin = 471.24 kJ/mol

Each line ends with the Mulliken charge.
Positions of all 9 atoms, in Å:
H -0.79 -0.53 1.66  0.274
F 1.32 1.55 0.58  -0.193
C 0.80 1.04 -0.53  -0.296
N -1.10 -0.77 0.82  -0.474
C -1.76 -0.22 0.02  0.539
O -2.20 0.13 -0.97  -0.332
H 1.40 1.42 -1.43  0.196
H 0.65 -1.68 0.20  0.276
Br 1.68 -0.93 -0.36  0.008